No. 1
{"formula": "C11H38N13O8", "method": "ωB97M-V with the def2-TZVPD basis set", "gap_ev": 4.787, "energy_ev": -47773.522, "total_charge": -1, "fmax_ev_per_a": 8.91, "e_above_lowest_kcal_mol": 159.7, "elements": ["C", "O", "H", "H", "H", "C", "O", "N", "N", "H", "H", "H", "H", "C", "O", "N", "N", "H", "H", "H", "H", "C", "O", "N", "N", "H", "H", "H", "H", "C", "O", "N", "N", "H", "H", "H", "H", "C", "O", "N", "N", "H", "H", "H", "H", "C", "O", "N", "N", "H", "H", "H", "H", "C", "C", "C", "O", "C", "N", "H", "H", "H", "H", "H", "H", "H", "H", "H", "H", "H"], "coordinates": [[-0.4177, 0.7651, -0.6110], [-1.7766, 0.6594, -0.3654], [0.1998, 0.2688, 0.1376], [-0.0319, 0.2368, -1.4829], [-0.1339, 1.7571, -0.9625], [-4.5292, 6.5454, -1.6603], [-5.0161, 7.4807, -2.2345], [-4.3663, 5.4280, -2.3003], [-4.0972, 6.5209, -0.4593], [-4.1412, 4.6039, -1.7615], [-4.9521, 5.2894, -3.1113], [-3.3760, 5.8460, -0.2485], [-4.3376, 7.2761, 0.1667], [-2.1861, -5.8992, -4.7646], [-3.1435, -6.2235, -4.1900], [-1.6897, -6.6272, -5.7482], [-1.6017, -4.7532, -4.6893], [-2.1826, -7.4432, -6.0820], [-0.9216, -6.2598, -6.2913], [-1.7874, -3.9258, -4.1407], [-1.0568, -4.5842, -5.5228], [3.8870, 8.0208, -0.7107], [4.8754, 7.3903, -0.5486], [3.0617, 7.8530, -1.6650], [3.4390, 8.9557, 0.1535], [3.0302, 6.9254, -2.0632], [2.3850, 8.5799, -1.8489], [2.6530, 9.5547, -0.0555], [4.1038, 9.0983, 0.9004], [-8.2435, -1.6049, -1.5552], [-9.3372, -1.9636, -1.8664], [-7.8193, -1.3720, -0.3938], [-7.2591, -1.3668, -2.3918], [-6.8853, -1.0080, -0.5173], [-8.3715, -1.4255, 0.4502], [-6.4227, -0.8958, -2.0777], [-7.4398, -1.8205, -3.2759], [-2.9896, 3.0033, 5.4886], [-3.1776, 3.4206, 6.6246], [-2.0279, 3.3757, 4.8066], [-3.8545, 2.4243, 4.7522], [-1.2820, 3.8556, 5.2898], [-1.9742, 2.9936, 3.8732], [-4.6446, 2.1575, 5.3220], [-3.7339, 2.3994, 3.7497], [-2.0483, -3.9984, 4.6560], [-2.3906, -4.7047, 5.6218], [-2.2878, -4.3846, 3.4165], [-1.6553, -2.7881, 4.7105], [-2.9066, -5.1701, 3.2742], [-2.3167, -3.6969, 2.6774], [-1.7237, -2.2748, 3.8434], [-1.7972, -2.3019, 5.5844], [5.5697, -3.6671, 0.7465], [6.6114, -4.2722, -0.1178], [7.7140, -3.3330, -0.6609], [8.3498, -2.5775, 0.3738], [9.2003, -1.5061, -0.2183], [7.3967, -5.2923, 0.5933], [5.1336, -2.7941, 0.2611], [5.9802, -3.3004, 1.6873], [4.7623, -4.3774, 0.9244], [6.0643, -4.8249, -0.8815], [7.1812, -2.6422, -1.3144], [8.4373, -3.6950, -1.3916], [8.7098, -0.9170, -0.9932], [10.1816, -1.7673, -0.6143], [9.4187, -0.8038, 0.5862], [7.9994, -5.5637, -0.1704], [7.9890, -4.8590, 1.2871]], "nbo_charge": [-0.2312, -1.0102, 0.0934, 0.0688, 0.0912, 0.7377, -0.6839, -0.8187, -0.8259, 0.3821, 0.4028, 0.3961, 0.4068, 0.7460, -0.6420, -0.8417, -0.8180, 0.4045, 0.3674, 0.4223, 0.3612, 0.7510, -0.6515, -0.8258, -0.8589, 0.4149, 0.3820, 0.3848, 0.4034, 0.7404, -0.6779, -0.7999, -0.8505, 0.3795, 0.4091, 0.3886, 0.4095, 0.7249, -0.7130, -0.7903, -0.8272, 0.4075, 0.3846, 0.4094, 0.3989, 0.7469, -0.6984, -0.8259, -0.8005, 0.4022, 0.3777, 0.3882, 0.4075, -0.6127, -0.0752, -0.0811, -0.5511, -0.2631, -0.8212, 0.2145, 0.2135, 0.2229, 0.1963, 0.1533, 0.1662, 0.1777, 0.1727, 0.1956, 0.3377, 0.3538]}


No. 2
{"formula": "C11H39NO9", "method": "ωB97M-V with the def2-TZVPD basis set", "gap_ev": 9.852, "energy_ev": -31953.328, "smiles": "CNC(C)=O.CO.CO.CO.CO.CO.CO.CO.CO", "fmax_ev_per_a": 2.79, "e_above_lowest_kcal_mol": 18.4, "elements": ["C", "C", "O", "N", "C", "H", "H", "H", "H", "H", "H", "H", "C", "O", "H", "H", "H", "H", "C", "O", "H", "H", "H", "H", "C", "O", "H", "H", "H", "H", "C", "O", "H", "H", "H", "H", "C", "O", "H", "H", "H", "H", "C", "O", "H", "H", "H", "H", "C", "O", "H", "H", "H", "H", "C", "O", "H", "H", "H", "H"], "coordinates": [[10.3864, -6.0581, 9.4161], [9.9839, -6.6604, 10.7547], [9.3921, -7.7234, 10.9028], [10.3188, -5.9219, 11.8116], [10.0393, -6.3297, 13.1745], [9.5687, -5.3129, 9.2897], [10.3548, -6.7063, 8.5445], [11.3514, -5.5179, 9.3215], [10.8698, -5.1411, 11.6247], [9.8852, -5.4615, 13.8252], [10.8010, -6.8852, 13.5938], [9.1482, -6.9703, 13.2600], [7.3941, -3.7413, 11.9727], [7.0076, -2.4282, 12.3683], [6.5017, -4.2961, 11.7837], [8.0647, -3.7856, 11.1102], [7.9035, -4.3826, 12.7481], [7.7505, -1.8235, 12.5762], [7.8947, -5.8816, 16.8176], [8.1274, -5.0692, 15.6616], [7.2064, -5.2948, 17.5004], [7.4121, -6.8041, 16.6156], [8.8399, -6.0766, 17.2237], [7.3781, -5.4176, 15.0919], [11.1133, -2.8017, 16.1810], [9.9510, -2.2295, 15.6072], [10.8991, -3.2955, 17.0841], [11.4838, -3.5965, 15.5316], [11.8671, -2.0455, 16.2562], [9.3435, -2.9183, 15.2449], [4.2550, -5.6182, 14.3229], [5.5788, -5.1122, 14.2727], [3.5028, -5.1585, 13.6486], [4.2773, -6.5845, 13.8806], [3.8377, -5.8025, 15.3015], [5.5342, -4.1404, 14.2043], [8.9013, 0.1544, 14.2395], [8.8873, -1.0773, 13.4962], [7.8544, 0.2963, 14.5948], [9.6711, 0.2337, 15.0197], [8.9418, 0.9697, 13.4592], [9.6913, -1.5378, 13.4848], [11.7659, -1.6632, 11.1599], [10.7719, -2.5669, 11.4818], [12.7111, -2.0355, 11.4508], [11.9003, -1.3031, 10.1448], [11.7375, -0.6890, 11.7416], [9.9224, -2.3362, 11.0587], [6.0380, -2.0785, 15.5079], [5.1446, -1.9950, 14.4380], [6.4157, -1.1516, 15.8183], [5.6637, -2.7105, 16.3248], [6.8871, -2.6216, 15.2037], [5.8313, -1.8468, 13.7228], [8.9572, -0.0809, 10.6063], [8.5195, -1.3443, 10.1278], [8.6033, 0.6755, 9.9282], [8.6938, 0.1388, 11.5883], [10.0061, 0.0060, 10.5954], [7.6952, -1.6003, 10.5769]], "nbo_charge": [-0.7182, 0.6664, -0.6426, -0.6109, -0.4230, 0.2307, 0.2399, 0.2234, 0.4007, 0.2082, 0.1896, 0.2296, -0.2654, -0.8001, 0.1988, 0.1682, 0.1745, 0.5071, -0.2482, -0.7717, 0.1628, 0.1706, 0.1760, 0.5041, -0.2375, -0.7613, 0.1671, 0.1610, 0.1786, 0.4952, -0.2578, -0.7629, 0.1803, 0.1768, 0.1680, 0.4990, -0.2526, -0.7739, 0.1863, 0.2134, 0.1614, 0.5068, -0.2509, -0.7605, 0.1806, 0.1717, 0.1408, 0.5033, -0.2607, -0.7465, 0.1602, 0.1752, 0.1619, 0.4980, -0.2580, -0.7545, 0.1693, 0.1797, 0.1756, 0.4963]}


No. 3
{"formula": "C11H40BCsN6O7", "method": "ωB97M-V with the def2-TZVPD basis set", "gap_ev": 8.618, "energy_ev": -36551.051, "fmax_ev_per_a": 5.87, "e_above_lowest_kcal_mol": 0.0, "elements": ["Cs", "B", "H", "H", "H", "H", "C", "O", "N", "N", "H", "H", "H", "H", "C", "O", "N", "N", "H", "H", "H", "H", "C", "O", "N", "N", "H", "H", "H", "H", "C", "C", "O", "H", "H", "H", "H", "H", "H", "C", "C", "O", "H", "H", "H", "H", "H", "H", "C", "C", "O", "H", "H", "H", "H", "H", "H", "C", "C", "O", "H", "H", "H", "H", "H", "H"], "coordinates": [[-1.2562, 4.0299, -0.5236], [-0.7047, 0.4420, -0.0873], [-0.7671, 0.7871, 0.9332], [-1.4691, -0.3121, -0.1930], [-0.9018, 1.2157, -0.8131], [0.2498, -0.0009, -0.3260], [-3.0839, -1.0764, -2.8401], [-3.3211, -1.1926, -4.0200], [-2.4396, -0.0168, -2.3423], [-3.5336, -1.7773, -1.8949], [-2.0270, -0.1579, -1.4313], [-1.8479, 0.5415, -2.9409], [-3.1929, -1.6461, -0.9532], [-4.0826, -2.4830, -2.3646], [-0.8116, -3.0413, 1.2212], [-0.8632, -4.0930, 1.8951], [-0.7173, -1.8459, 1.7128], [-1.1719, -2.8943, -0.0441], [-0.5042, -1.8725, 2.6997], [-0.8171, -0.9509, 1.2557], [-1.6393, -3.5877, -0.6104], [-1.0671, -1.9525, -0.3937], [0.8376, 2.2465, -3.1926], [-0.0652, 3.0558, -3.3456], [1.4256, 1.8677, -2.0851], [1.6316, 1.9562, -4.2216], [2.2135, 1.2358, -2.0824], [0.8433, 1.7019, -1.2766], [1.3800, 2.2505, -5.1545], [2.5418, 1.5530, -4.0509], [-2.6198, 1.6642, 3.6477], [-3.8516, 2.5822, 3.4419], [-3.7922, 3.5790, 2.4166], [-2.8582, 0.7662, 4.2177], [-1.7910, 2.2038, 4.1060], [-2.1126, 1.4632, 2.7041], [-4.2101, 3.1016, 4.3306], [-4.6917, 1.9476, 3.1597], [-4.3553, 3.3634, 1.6695], [0.2090, -1.9442, -2.9876], [1.5016, -2.0920, -2.2521], [2.5885, -1.4605, -2.8703], [-0.0043, -0.9348, -2.6359], [-0.5642, -2.6510, -2.6863], [0.3655, -2.0258, -4.0632], [1.7616, -3.1252, -2.0219], [1.4560, -1.5542, -1.3051], [2.8093, -1.8190, -3.7330], [2.9140, -1.6844, 1.4026], [4.2942, -1.6304, 0.6450], [4.2803, -2.5458, -0.4166], [2.2283, -1.1679, 0.7309], [2.8957, -1.0470, 2.2866], [2.4825, -2.6769, 1.5320], [5.1546, -1.9762, 1.2180], [4.5390, -0.6420, 0.2562], [3.5659, -2.3155, -1.0150], [1.7374, 1.9877, 3.7473], [1.5567, 2.2184, 2.3045], [0.2662, 2.5654, 1.9415], [1.2059, 2.7722, 4.2859], [2.7789, 2.0895, 4.0522], [1.4591, 1.0028, 4.1223], [1.7235, 1.2569, 1.8189], [2.2810, 2.9541, 1.9549], [-0.0426, 1.7917, 1.4645]], "nbo_charge": [0.9817, -0.7600, -0.0497, -0.0447, -0.0363, 0.0011, 0.7487, -0.6865, -0.8748, -0.8349, 0.3965, 0.3880, 0.4125, 0.4173, 0.7561, -0.6888, -0.8503, -0.8699, 0.3928, 0.4334, 0.4053, 0.4000, 0.7648, -0.7181, -0.8421, -0.8242, 0.4023, 0.4193, 0.4063, 0.3882, -0.6509, -0.0572, -0.7518, 0.2235, 0.2155, 0.2210, 0.1737, 0.1580, 0.4704, -0.6485, -0.0644, -0.7539, 0.2169, 0.2210, 0.2153, 0.1609, 0.1775, 0.4742, -0.6492, -0.0547, -0.7244, 0.1958, 0.2042, 0.2330, 0.1744, 0.1481, 0.4696, -0.6347, -0.0721, -0.7970, 0.2122, 0.2129, 0.2095, 0.1673, 0.1598, 0.5098]}


> Which formula does entry 1 have?

C11H38N13O8